1.
A structure of composition C20H51AlO15P3S in a non-equilibrium geometry, computed with ωB97M-V/def2-TZVPD.

Geometry as ORCA input:
```
! wB97M-V def2-TZVPD RIJCOSX def2/J DEFGRID3
* xyz -1 1
C -1.505 3.806 3.707
C -0.343 2.637 3.989
O -0.815 1.783 5.111
C -0.713 0.341 4.745
C -1.093 -0.507 6.096
Al 0.522 -1.593 6.864
C 0.782 -3.192 5.584
C 2.228 -0.455 6.890
C 3.405 -0.984 7.901
C 4.164 0.298 8.661
S 5.591 0.981 7.592
O 6.867 0.078 7.690
O 6.010 2.411 8.016
O 5.181 1.040 5.919
P -0.172 -2.382 8.934
O -1.107 -3.672 8.688
O 1.107 -2.851 10.018
O -1.200 -1.208 9.745
H -0.969 4.843 3.958
H -1.853 3.747 2.586
H -2.421 3.680 4.461
H -0.212 1.909 3.067
H 0.678 3.129 4.333
H -1.588 0.146 3.958
H 0.341 0.092 4.289
H -1.533 0.258 6.889
H -1.958 -1.286 5.895
H 1.115 -2.795 4.508
H 1.672 -3.834 6.049
H -0.228 -3.797 5.515
H 2.049 0.701 7.087
H 2.684 -0.511 5.789
H 4.263 -1.475 7.231
H 3.078 -1.814 8.658
H 4.677 -0.052 9.680
H 3.420 1.158 8.938
H 5.545 0.216 5.444
H 1.355 -2.071 10.629
H -0.781 -0.290 9.602
O -1.740 0.020 0.604
P -1.587 -1.127 -0.424
O -2.943 -0.647 -1.267
C -3.097 0.709 -1.670
C -2.277 1.030 -2.908
O -2.344 -2.283 0.506
C -2.377 -2.164 1.920
C -3.646 -1.460 2.374
O -1.416 -2.409 -1.573
C -1.829 -2.400 -2.923
C -0.683 -1.990 -3.823
H -2.852 1.403 -0.862
H -4.158 0.855 -1.898
H -1.211 0.873 -2.715
H -2.423 2.073 -3.206
H -2.562 0.393 -3.747
H -1.478 -1.661 2.291
H -2.363 -3.178 2.336
H -3.804 -0.512 1.848
H -3.613 -1.258 3.448
H -4.522 -2.079 2.162
H -2.719 -1.800 -3.107
H -2.117 -3.428 -3.172
H -0.219 -1.062 -3.483
H -1.031 -1.863 -4.853
H 0.098 -2.757 -3.817
O 2.069 2.085 -9.389
P 1.326 1.073 -8.483
O -0.155 1.469 -9.138
C -0.337 1.490 -10.548
C -0.517 0.095 -11.120
O 1.223 2.080 -7.161
C 2.159 3.131 -6.979
C 1.639 4.428 -7.577
O 0.495 -0.058 -7.472
C -0.705 -0.740 -7.768
C -0.409 -2.104 -8.353
H 0.483 2.005 -11.055
H -1.242 2.075 -10.745
H 0.367 -0.519 -10.921
H -0.667 0.139 -12.202
H -1.378 -0.406 -10.676
H 3.137 2.857 -7.388
H 2.297 3.265 -5.900
H 1.313 4.303 -8.615
H 2.410 5.203 -7.548
H 0.767 4.781 -7.022
H -1.390 -0.173 -8.397
H -1.234 -0.877 -6.817
H 0.295 -2.038 -9.187
H -1.331 -2.583 -8.697
H 0.053 -2.749 -7.598
*
```

Computed properties:
E_HOMO, Eh: -0.2024
Energy above the lowest of the compared OMol25 structures with the same formula, charge and spin, kcal per mole: 259.4
Orbital gap, eV: 4.5
E_tot, a.u.: -3585.76643

=====

2.
A structure of composition C20H51CrN3O4Si2 in a non-equilibrium geometry, computed with ωB97M-V/def2-TZVPD.

Geometry as ORCA input:
```
! wB97M-V def2-TZVPD RIJCOSX def2/J DEFGRID3
* xyz 1 4
Cr -0.276 2.036 -0.062
N -0.310 4.229 0.124
C 0.826 4.859 -0.573
C 1.616 3.906 -1.508
N 1.699 2.620 -0.749
C 2.755 2.588 0.360
C 2.091 2.720 1.726
N 0.761 2.109 1.692
H -1.185 4.504 -0.317
H -0.346 4.487 1.073
H 1.524 5.371 0.085
H 0.509 5.683 -1.213
H 2.570 4.404 -1.723
H 1.125 3.683 -2.419
H 2.052 1.925 -1.390
H 3.427 3.485 0.228
H 3.318 1.670 0.156
H 2.008 3.765 2.139
H 2.680 2.233 2.431
H 0.145 2.486 2.426
H 0.886 1.062 1.850
C -1.645 1.591 -2.625
Si -2.961 2.028 -1.359
C -4.401 0.811 -1.551
C -3.506 3.806 -1.663
C -2.235 1.992 0.412
H -1.818 2.054 -3.608
H -1.566 0.481 -2.730
H -0.593 1.807 -2.266
H -4.983 0.921 -2.468
H -5.163 0.732 -0.759
H -3.952 -0.171 -1.728
H -4.249 3.886 -2.465
H -2.628 4.495 -2.010
H -3.868 4.277 -0.806
H -2.489 1.126 0.929
H -2.624 2.810 0.996
C -1.603 -4.044 0.979
C -2.063 -2.608 1.211
C -2.605 -2.423 2.612
C -2.919 -2.031 0.122
O -0.814 -1.817 1.420
Si 0.373 -1.151 0.497
O -0.011 0.178 -0.321
O 0.928 -2.324 -0.510
C 1.108 -2.627 -1.944
C 2.154 -1.671 -2.545
C -0.226 -2.532 -2.646
C 1.635 -4.062 -2.070
O 1.535 -0.643 1.514
C 2.413 -1.580 2.203
C 1.640 -2.688 2.929
C 3.035 -0.630 3.306
C 3.396 -2.145 1.202
H -2.452 -4.708 0.685
H -1.116 -4.456 1.918
H -0.877 -4.008 0.096
H -3.711 -2.770 2.720
H -2.744 -1.343 2.791
H -1.853 -2.730 3.367
H -3.930 -2.454 0.261
H -2.651 -2.147 -0.915
H -3.016 -0.937 0.267
H 1.967 -0.673 -2.263
H 1.952 -1.682 -3.608
H 3.211 -1.897 -2.313
H -0.632 -1.490 -2.894
H -1.030 -2.981 -1.981
H -0.229 -3.154 -3.511
H 2.457 -4.265 -1.333
H 1.860 -4.306 -3.124
H 0.790 -4.694 -1.741
H 0.917 -2.246 3.625
H 2.329 -3.334 3.552
H 1.072 -3.310 2.198
H 2.217 -0.060 3.808
H 3.752 0.013 2.831
H 3.547 -1.254 4.072
H 2.967 -2.826 0.506
H 4.173 -2.610 1.810
H 3.863 -1.353 0.579
*
```

Computed properties:
E_HOMO (spin up / spin down), Eh: -0.4277 / -0.4325
Energy above the lowest of the compared OMol25 structures with the same formula, charge and spin, kcal per mole: 22.2
Orbital gap (spin up / spin down), eV: 8.9 / 9.2
E_tot, a.u.: -2881.34937

=====

3.
A cluster of 10 separate species, C20H51N3O7 in total in a non-equilibrium geometry, computed with ωB97M-V/def2-TZVPD.

Geometry as ORCA input:
```
! wB97M-V def2-TZVPD RIJCOSX def2/J DEFGRID3
* xyz 0 1
C -3.248 -3.142 -2.276
C -4.532 -3.643 -1.763
N -5.627 -3.958 -1.328
H -2.999 -3.944 -2.973
H -3.393 -2.243 -2.931
H -2.488 -2.911 -1.552
C 1.093 0.365 0.406
C -0.120 -0.252 -0.270
N -1.119 -0.764 -0.752
H 1.369 -0.367 1.070
H 1.511 1.001 -0.319
H 0.779 1.003 1.105
C 1.382 -3.244 -0.417
C 1.815 -4.609 0.233
N 2.249 -5.529 0.747
H 2.226 -2.579 -0.131
H 1.501 -3.138 -1.493
H 0.463 -2.950 0.037
C 1.856 -2.695 3.221
C 1.794 -1.895 4.595
O 1.438 -0.632 4.083
H 2.769 -2.515 2.730
H 0.930 -2.567 2.554
H 1.802 -3.824 3.341
H 2.749 -1.948 5.195
H 1.207 -2.323 5.256
H 1.797 -0.272 4.910
C -0.146 3.328 -1.907
C -1.138 4.198 -2.598
O -0.689 5.630 -2.430
H -0.125 3.645 -0.939
H 0.681 3.590 -2.190
H -0.244 2.213 -1.904
H -2.078 3.994 -2.175
H -1.006 3.987 -3.721
H -1.102 6.195 -2.996
C -1.386 0.505 -4.686
C -2.415 1.001 -3.703
O -3.644 0.467 -4.143
H -0.427 0.866 -4.465
H -1.578 0.591 -5.780
H -1.210 -0.682 -4.476
H -2.454 2.119 -3.829
H -2.571 0.679 -2.649
H -4.312 0.912 -3.644
C -3.450 -1.620 3.465
C -1.852 -1.674 3.688
O -1.395 -0.362 3.312
H -3.532 -1.473 2.440
H -3.849 -1.067 4.212
H -3.877 -2.666 3.457
H -1.518 -2.354 2.879
H -1.550 -1.721 4.634
H -0.322 -0.476 3.307
C -4.115 2.904 0.585
C -3.115 1.815 1.067
O -2.825 1.958 2.510
H -3.627 3.885 0.546
H -5.093 2.991 1.192
H -4.389 2.859 -0.483
H -2.311 1.450 0.460
H -3.871 0.976 0.825
H -2.442 1.167 2.904
C 4.536 0.854 2.649
C 5.005 0.968 1.182
O 5.143 -0.390 0.838
H 5.102 0.285 3.231
H 3.728 0.213 2.932
H 4.316 1.786 3.074
H 6.055 1.583 1.198
H 4.344 1.304 0.326
H 5.710 -0.858 1.389
C 2.349 0.531 -3.244
C 3.674 0.677 -2.380
O 3.536 -0.542 -1.563
H 1.370 0.737 -2.606
H 2.259 -0.507 -3.529
H 2.393 1.296 -4.044
H 3.618 1.658 -1.671
H 4.507 0.619 -2.981
H 4.158 -0.461 -0.875
*
```

Computed properties:
SMILES: CC#N.CC#N.CC#N.CCO.CCO.CCO.CCO.CCO.CCO.CCO
E_HOMO, Eh: -0.3473
Energy above the lowest of the compared OMol25 structures with the same formula, charge and spin, kcal per mole: 151.6
Orbital gap, eV: 9.5
E_tot, a.u.: -1483.12679

=====

4.
A cluster of 4 separate species, C20H53IN4O6P2 in total, computed with ωB97M-V/def2-TZVPD.

Geometry as ORCA input:
```
! wB97M-V def2-TZVPD RIJCOSX def2/J DEFGRID3
* xyz 0 1
C 3.446 -2.878 -1.142
C 2.862 -1.470 -1.077
O 2.044 -1.311 0.087
C 3.942 -0.405 -0.944
N 3.480 0.967 -1.190
C 3.339 1.803 -0.010
C 1.900 1.808 0.523
O 0.961 1.318 -0.433
P 0.375 2.358 -1.534
C -1.269 1.578 -1.846
C -1.573 0.235 -1.183
C -3.075 0.021 -0.970
I -0.835 -1.403 -2.337
P 1.405 1.834 -3.424
O 1.625 0.469 -3.954
H 2.657 -3.604 -1.351
H 3.872 -3.135 -0.164
H 4.217 -2.974 -1.908
H 2.278 -1.253 -1.977
H 1.296 -1.890 0.014
H 4.731 -0.628 -1.672
H 4.402 -0.504 0.050
H 4.150 1.397 -1.808
H 3.625 2.827 -0.264
H 4.008 1.476 0.797
H 1.619 2.830 0.795
H 1.799 1.171 1.403
H -1.983 2.307 -1.448
H -1.436 1.515 -2.928
H -1.052 0.165 -0.229
H -3.481 0.862 -0.401
H -3.234 -0.900 -0.402
H -3.586 -0.080 -1.928
H 0.589 2.640 -4.251
H 2.548 2.641 -3.360
C 9.672 1.183 -4.972
O 8.352 1.636 -5.196
C 7.328 0.705 -4.921
C 6.889 0.660 -3.454
C 7.864 -0.060 -2.531
N 6.611 1.996 -2.909
H 9.771 0.122 -5.222
H 9.995 1.332 -3.939
H 10.326 1.759 -5.625
H 6.474 1.023 -5.525
H 7.624 -0.295 -5.266
H 5.947 0.100 -3.439
H 8.739 0.555 -2.319
H 7.384 -0.279 -1.577
H 8.203 -1.001 -2.967
H 5.878 2.433 -3.462
H 7.427 2.577 -3.076
C -9.201 0.201 2.237
O -8.924 -0.107 0.885
C -7.943 0.693 0.262
C -6.501 0.233 0.500
C -5.958 0.557 1.885
N -6.321 -1.199 0.251
H -9.132 1.278 2.417
H -8.528 -0.314 2.928
H -10.219 -0.125 2.441
H -8.151 0.628 -0.809
H -8.070 1.743 0.562
H -5.883 0.775 -0.223
H -6.360 -0.122 2.639
H -4.873 0.445 1.893
H -6.195 1.579 2.187
H -6.558 -1.412 -0.713
H -7.018 -1.690 0.805
C -3.472 -1.910 7.145
O -4.402 -1.608 6.126
C -3.956 -0.705 5.134
C -3.147 -1.349 4.002
C -1.714 -1.700 4.390
N -3.793 -2.535 3.441
H -2.858 -1.037 7.390
H -2.813 -2.739 6.876
H -4.043 -2.196 8.028
H -4.865 -0.276 4.705
H -3.394 0.116 5.600
H -3.096 -0.607 3.198
H -1.680 -2.593 5.015
H -1.128 -1.909 3.495
H -1.236 -0.882 4.931
H -4.693 -2.288 3.041
H -4.000 -3.175 4.201
*
```

Computed properties:
SMILES: C[C@@H](O)CNCCOP(C[C@@H](C)I)[PH2]=O.COC[C@@H](C)N.COC[C@@H](C)N.COC[C@@H](C)N
E_HOMO, Eh: -0.3129
Orbital gap, eV: 9.1
E_tot, a.u.: -2444.62140

=====

5.
A cluster of 5 separate species, C20H53N5O8 in total in a non-equilibrium geometry, computed with ωB97M-V/def2-TZVPD.

Geometry as ORCA input:
```
! wB97M-V def2-TZVPD RIJCOSX def2/J DEFGRID3
* xyz 0 1
C 7.448 2.523 4.903
O 6.314 2.508 4.001
C 5.984 1.173 3.658
C 4.618 1.085 2.923
N 3.642 1.771 3.717
C 2.459 1.991 2.927
C 1.429 2.851 3.701
O 1.848 4.174 3.944
C 1.025 4.877 4.818
H 7.252 1.886 5.765
H 7.562 3.497 5.378
H 8.424 2.351 4.448
H 5.939 0.543 4.546
H 6.736 0.646 3.070
H 4.187 0.096 2.773
H 4.744 1.645 1.997
H 4.114 2.644 3.908
H 1.983 1.034 2.710
H 2.622 2.483 1.968
H 1.218 2.341 4.641
H 0.540 2.926 3.075
H 1.403 5.900 4.807
H 1.068 4.443 5.817
H -0.038 4.882 4.577
C -0.602 0.760 -3.496
O -1.231 0.706 -4.744
C -0.705 -0.395 -5.474
C -1.618 -0.893 -6.636
N -2.559 -1.889 -6.077
C -3.618 -2.201 -7.074
C -4.807 -2.909 -6.377
O -5.523 -1.964 -5.581
C -6.737 -2.607 -5.183
H -0.611 -0.178 -2.941
H -1.117 1.519 -2.906
H 0.424 1.096 -3.642
H -0.367 -1.253 -4.893
H 0.190 0.082 -5.874
H -0.902 -1.346 -7.322
H -2.132 -0.094 -7.170
H -2.957 -1.439 -5.265
H -3.163 -2.752 -7.897
H -4.055 -1.309 -7.525
H -4.371 -3.734 -5.813
H -5.416 -3.342 -7.171
H -7.363 -2.110 -4.443
H -6.624 -3.640 -4.856
H -7.422 -2.749 -6.019
C -1.355 -2.365 4.688
O -0.938 -1.503 3.638
C -0.454 -2.273 2.517
C -0.051 -1.346 1.358
N -1.174 -0.484 1.081
C -1.945 -0.948 -0.075
C -3.554 -0.537 0.084
O -4.016 -0.823 1.435
C -4.337 -2.228 1.643
H -1.959 -3.225 4.395
H -1.966 -1.712 5.312
H -0.493 -2.753 5.231
H -1.194 -3.005 2.192
H 0.377 -2.925 2.785
H 0.244 -1.975 0.518
H 0.779 -0.780 1.781
H -1.743 -0.607 1.907
H -1.926 -2.028 -0.223
H -1.578 -0.473 -0.985
H -4.167 -0.953 -0.715
H -3.560 0.541 -0.083
H -4.551 -2.378 2.701
H -3.644 -2.923 1.169
H -5.295 -2.414 1.159
N 3.037 -0.961 -0.052
C 4.131 -0.234 -0.252
N 3.811 0.889 -0.840
O 5.266 -0.587 0.006
H 2.190 -0.416 0.024
H 3.056 -1.910 0.292
H 4.564 1.463 -1.189
H 2.868 1.240 -0.932
C 0.077 2.510 -0.159
O 0.701 1.283 0.014
H 0.135 2.999 0.813
H 0.403 3.193 -0.944
H -0.984 2.318 -0.317
H 0.010 0.696 0.329
*
```

Computed properties:
SMILES: COCCNCCOC.COCCNCCOC.COCCNCCOC.NC(N)=O.CO
E_HOMO, Eh: -0.3111
Energy above the lowest of the compared OMol25 structures with the same formula, charge and spin, kcal per mole: 58.8
Orbital gap, eV: 8.9
E_tot, a.u.: -1669.33190